37
Properties=species:S:1:pos:R:3:forces:R:3 method="wB97M-V/def2-TZVPD" charge=+1 molar_mass_da=542.553 gap_ev="5.9 / 6.0" total_energy_ev=-118820.251 spin_multiplicity=4
Er 0.746 -1.330 -1.660 0.227 0.171 -0.016
C 4.836 -0.549 0.394 -0.233 0.861 -0.239
C 3.857 -0.920 -0.554 -0.243 0.721 0.876
N 2.605 -0.447 -0.554 0.601 0.208 0.117
C 2.223 0.414 0.436 1.635 1.008 1.089
C 3.202 0.935 1.372 -0.851 0.854 -0.399
C 4.539 0.462 1.290 -1.073 -0.129 0.031
C 2.784 1.999 2.263 0.864 -1.277 -0.288
C 1.475 2.398 2.286 0.590 0.262 1.062
C 0.500 1.842 1.489 0.602 -1.666 -2.635
C 0.885 0.873 0.521 -1.133 1.701 0.515
N 0.021 0.356 -0.429 0.929 -1.849 -1.323
C -1.343 0.441 -0.385 -0.117 0.739 0.250
C -1.965 1.661 -0.118 0.972 -0.686 -0.323
C -3.287 1.684 0.258 -1.484 -1.199 -0.840
C -4.068 0.563 0.002 -0.552 0.557 0.375
C -3.538 -0.605 -0.627 0.178 0.955 -1.122
C -4.351 -1.327 -1.538 0.316 -0.120 0.663
C -3.800 -2.184 -2.486 -1.186 0.783 -0.359
C -2.423 -2.256 -2.547 1.310 0.388 1.286
N -1.588 -1.597 -1.691 -0.787 -0.126 -0.847
C -2.137 -0.694 -0.806 -0.439 0.778 -0.089
H 5.848 -0.917 0.315 -0.074 -0.213 -0.067
H 4.122 -1.595 -1.342 0.050 -0.385 -0.298
H 5.255 0.923 1.970 0.096 -0.370 -0.220
H 3.530 2.410 2.954 -0.407 -0.081 -0.348
H 1.183 3.151 2.993 -0.028 0.334 0.177
H -0.508 2.215 1.389 0.272 0.036 0.737
H -1.424 2.595 -0.314 -0.014 -0.513 0.584
H -3.720 2.615 0.561 -0.417 0.222 0.144
H -5.157 0.666 0.073 0.442 -0.221 0.203
H -5.391 -1.035 -1.459 -0.217 -0.580 -0.441
H -4.405 -2.617 -3.311 0.479 0.208 0.938
H -1.954 -2.826 -3.340 0.132 -0.171 0.137
Se 0.970 -1.793 2.262 -0.263 -0.479 0.731
C 1.128 -2.557 0.728 0.628 -0.640 -1.325
N 1.348 -2.954 -0.394 -0.803 -0.080 1.262